Formula: C4H2Br2O
Source: OMol25
Level of theory: ωB97M-V with the def2-TZVPD basis set

```
9
C4H2Br2O ωB97M-V with the def2-TZVPD basis set
O -0.2168 -0.0308 -1.7609
C -0.8085 -0.8431 -1.2658
Br -1.9210 -0.5497 0.0879
Br -0.2586 -2.8331 -1.7576
C 1.6241 0.4958 0.2485
C 0.9847 0.6709 1.5497
C 0.3273 0.9802 0.3973
H 0.7342 0.5194 2.5795
H -0.4656 1.5904 -0.0785
```

Results
charge: 0
SMILES: O=C(Br)Br.C1=CC=1
HOMO level: -9.03 eV
relative energy (zero: lowest compared OMol25 entry of this formula, charge and spin): 3.1092 eV
spin multiplicity: 1
Kohn-Sham gap: 8.35 eV



Formula: C4H2BrFO
Source: OMol25
Level of theory: ωB97M-V with the def2-TZVPD basis set

```
9
C4H2BrFO ωB97M-V with the def2-TZVPD basis set
F 1.3265 -2.9553 -0.5032
C 0.5628 -1.8859 -0.7743
C 0.3660 -0.7670 -0.0080
C -0.3702 0.1217 -0.7734
O -0.6360 -0.3745 -1.9765
C -0.0171 -1.5147 -2.1645
Br -0.2174 -2.5157 -3.6392
H 0.7028 -0.6582 1.0725
H -0.9109 1.0198 -0.6497
```

Results
charge: 0
SMILES: Fc1ccoc1Br
HOMO level: -8.23 eV
relative energy (zero: lowest compared OMol25 entry of this formula, charge and spin): 0.7807 eV
spin multiplicity: 1
Kohn-Sham gap: 9.01 eV



Formula: C4H2Cl2F2
Source: OMol25
Level of theory: ωB97M-V with the def2-TZVPD basis set

```
10
C4H2Cl2F2 ωB97M-V with the def2-TZVPD basis set
C -0.8032 2.4942 0.1627
C -0.3706 1.5647 -0.7764
F -0.4108 1.7779 -2.1615
C 0.2826 0.3142 -0.3688
F 0.8816 -0.0935 -1.5212
C 0.1263 -0.6265 0.5271
Cl -0.8716 -0.4580 1.8187
Cl 0.9840 -2.0987 0.2217
H -1.0143 3.6100 0.0475
H -0.5447 2.2142 1.1415
```

Results
charge: 0
SMILES: C=C(F)C(F)=C(Cl)Cl
HOMO level: -9.24 eV
relative energy (zero: lowest compared OMol25 entry of this formula, charge and spin): 1.1858 eV
spin multiplicity: 1
Kohn-Sham gap: 9.24 eV



Formula: C4H2Cl2O2
Source: OMol25
Level of theory: ωB97M-V with the def2-TZVPD basis set

```
10
C4H2Cl2O2 ωB97M-V with the def2-TZVPD basis set
C 1.0349 1.1795 -0.7663
C 0.0106 0.3374 -1.0780
C 0.0624 -1.0356 0.9799
C -0.8216 -0.0028 0.3648
O 1.3698 2.2648 -0.4727
O 0.0238 -0.4485 -1.9793
Cl 0.0848 -2.4324 0.0070
Cl -0.8463 1.4180 1.2757
H 0.9159 -0.8339 1.5277
H -1.8344 -0.4466 0.1411
```

Results
charge: 0
HOMO level (alpha / beta): -8.90 / -8.70 eV
relative energy (zero: lowest compared OMol25 entry of this formula, charge and spin): 3.7896 eV
spin multiplicity: 1
Kohn-Sham gap (alpha / beta): 8.10 / 7.53 eV



Formula: C4H2Cl2O2
Source: OMol25
Level of theory: ωB97M-V with the def2-TZVPD basis set

```
10
C4H2Cl2O2 ωB97M-V with the def2-TZVPD basis set
C 1.4318 -0.1023 -0.3559
C 0.2390 -0.4197 -1.1123
C 0.0288 0.2642 0.9534
C -0.8582 0.3109 -0.2363
O 2.5723 -0.1104 -0.1991
O 0.0408 -1.4162 -1.7376
Cl -0.3373 -1.3205 1.7667
Cl -1.2432 2.0124 -0.7226
H -0.0737 0.9467 1.7602
H -1.8003 -0.1652 -0.1165
```

Results
charge: 0
HOMO level: -9.85 eV
relative energy (zero: lowest compared OMol25 entry of this formula, charge and spin): 2.3686 eV
spin multiplicity: 1
Kohn-Sham gap: 8.24 eV



Formula: C4H2Cl2OS
Source: OMol25
Level of theory: ωB97M-V with the def2-TZVPD basis set

```
10
C4H2Cl2OS ωB97M-V with the def2-TZVPD basis set
O 2.0281 1.0784 1.6159
C 1.3693 0.5280 0.7622
C -0.1357 0.5017 0.7953
Cl -0.7998 1.3250 2.1300
C -0.9099 -0.1020 -0.1375
Cl -2.6138 -0.0728 -0.0039
C -0.3504 -0.8217 -1.2966
S -1.1664 -1.5752 -2.4571
H 1.8338 -0.0135 -0.0571
H 0.7448 -0.8480 -1.3513
```

Results
charge: 0
SMILES: O=C/C(Cl)=C(/Cl)C=S
HOMO level: -9.43 eV
relative energy (zero: lowest compared OMol25 entry of this formula, charge and spin): 0.7510 eV
spin multiplicity: 1
Kohn-Sham gap: 7.57 eV



Formula: C4H2Cl3NO
Source: OMol25
Level of theory: ωB97M-V with the def2-TZVPD basis set

```
11
C4H2Cl3NO ωB97M-V with the def2-TZVPD basis set
C 0.1727 -0.2142 2.1740
C 0.3760 0.4229 1.0602
Cl -0.2748 1.9374 0.5274
C 1.2956 -0.0712 0.0316
N 2.2743 -0.1246 -0.5843
H 0.3765 -1.2159 2.4545
H -0.6893 0.1090 2.8538
O -1.6261 0.8180 -1.7035
C -0.9241 -0.0444 -2.0340
Cl -1.1399 -1.6663 -1.4375
Cl 0.1592 0.0493 -3.3422
```

Results
charge: 0
SMILES: C=C(Cl)C#N.O=C(Cl)Cl
HOMO level: -10.55 eV
relative energy (zero: lowest compared OMol25 entry of this formula, charge and spin): 0.0000 eV
spin multiplicity: 1
Kohn-Sham gap: 10.39 eV



Formula: C4H2F2
Source: OMol25
Level of theory: ωB97M-V with the def2-TZVPD basis set

```
8
C4H2F2 ωB97M-V with the def2-TZVPD basis set
C 1.8991 1.8123 0.0294
C 0.9289 1.1254 -0.0647
C -1.1333 -0.1996 -0.0134
C 0.2155 -0.3543 0.0316
F 0.6932 -1.0002 -1.0804
F 0.7459 -0.9836 1.1072
H -1.5641 0.0392 0.8476
H -1.7852 -0.4392 -0.8573
```

Results
charge: 0
HOMO level (alpha / beta): -11.45 / -10.03 eV
relative energy (zero: lowest compared OMol25 entry of this formula, charge and spin): 5.5115 eV
spin multiplicity: 1
Kohn-Sham gap (alpha / beta): 10.10 / 6.96 eV



Formula: C4H2F3N3O4
Source: OMol25
Level of theory: ωB97M-V with the def2-TZVPD basis set

```
16
C4H2F3N3O4 ωB97M-V with the def2-TZVPD basis set
C 0.8562 -0.8897 -1.1877
C -1.4773 -0.5902 -0.5397
C -0.0416 -0.2654 -0.3414
C 1.3641 1.4925 0.3835
N 1.5106 -1.4295 -1.9822
N -2.3909 0.4322 -0.3425
N 0.6209 -1.4886 1.3953
O 0.6783 -2.6103 1.0544
O -1.7336 -1.6817 -0.9518
O 0.6532 -0.6774 2.2144
O 0.2320 0.8889 0.3782
F 1.4448 2.3223 -0.7069
F 2.3652 0.6673 0.2236
F 1.5955 2.1962 1.4650
H -2.3420 1.3618 -0.1653
H -3.3356 0.2718 -0.8970
```

Results
charge: 0
HOMO level (alpha / beta): -9.68 / -9.54 eV
relative energy (zero: lowest compared OMol25 entry of this formula, charge and spin): 1.5434 eV
spin multiplicity: 1
Kohn-Sham gap (alpha / beta): 7.98 / 8.30 eV



Formula: C4H2F4
Source: OMol25
Level of theory: ωB97M-V with the def2-TZVPD basis set

```
10
C4H2F4 ωB97M-V with the def2-TZVPD basis set
C 1.4108 -0.0404 -0.0326
C -0.0101 0.0483 -0.0680
C 2.0364 1.3008 0.0682
C 2.0191 -1.4069 0.0019
F 1.3147 2.4505 0.0424
F 3.3094 1.6528 0.0785
F 1.2790 -2.4385 0.0327
F 3.3649 -1.5961 -0.1361
H -0.4852 -0.8532 0.2859
H -0.4915 0.8725 -0.4094
```

Results
charge: 0
HOMO level (alpha / beta): -7.75 / -7.53 eV
relative energy (zero: lowest compared OMol25 entry of this formula, charge and spin): 2.7414 eV
spin multiplicity: 1
Kohn-Sham gap (alpha / beta): 7.31 / 6.98 eV



Formula: C4H2FLaLiO4
Source: OMol25
Level of theory: ωB97M-V with the def2-TZVPD basis set

```
13
C4H2FLaLiO4 ωB97M-V with the def2-TZVPD basis set
O -0.3485 0.4555 0.0203
C -3.0964 2.7513 -0.2321
O -3.2812 2.1467 -1.2209
O 0.7260 -1.4026 -0.2006
C 0.7468 -0.1933 0.2309
C -0.5283 -1.6517 -0.9437
O -3.1721 2.6835 0.9377
C -1.4782 -0.5792 -0.4775
La 3.4044 0.6919 1.4560
H -0.8558 -2.6660 -0.6965
H -0.2496 -1.6006 -2.0023
F -2.0354 -1.0667 0.7286
Li -2.9761 0.0396 -1.8417
```

Results
charge: +3
HOMO level (alpha / beta): -18.67 / -18.67 eV
relative energy (zero: lowest compared OMol25 entry of this formula, charge and spin): 3.7818 eV
spin multiplicity: 1
Kohn-Sham gap (alpha / beta): 3.30 / 3.30 eV



Formula: C4H2FNOS
Source: OMol25
Level of theory: ωB97M-V with the def2-TZVPD basis set

```
10
C4H2FNOS ωB97M-V with the def2-TZVPD basis set
N -3.4913 0.0983 0.1244
C -2.3438 0.2094 -0.0414
C -0.9049 0.3339 -0.1801
F -0.4226 1.5859 -0.3313
C -0.1663 -0.7948 -0.2144
O 1.2063 -0.9092 -0.2929
C 1.9608 0.1320 0.2677
S 3.5431 0.4087 -0.0800
H -0.7096 -1.7268 -0.2465
H 1.3282 0.6626 0.9945
```

Results
charge: 0
SMILES: N#C/C(F)=C/OC=S
HOMO level: -9.77 eV
relative energy (zero: lowest compared OMol25 entry of this formula, charge and spin): 1.1224 eV
spin multiplicity: 1
Kohn-Sham gap: 8.96 eV



Formula: C4H2LaO2
Source: OMol25
Level of theory: ωB97M-V with the def2-TZVPD basis set

```
9
C4H2LaO2 ωB97M-V with the def2-TZVPD basis set
O -0.5536 2.1840 1.2524
C -0.1506 1.4703 0.4721
C 0.3245 0.6926 -0.5955
C 1.6498 0.9306 -0.7768
H 2.3300 0.1304 -1.0737
H 1.8199 1.9781 -1.1272
O -2.0545 -2.6634 1.0042
C -2.4823 -3.0543 1.9809
La -0.8832 -1.6683 -1.1363
```

Results
charge: +3
HOMO level: -22.71 eV
relative energy (zero: lowest compared OMol25 entry of this formula, charge and spin): 0.3215 eV
spin multiplicity: 1
Kohn-Sham gap: 7.34 eV



Formula: C4H2N
Source: OMol25
Level of theory: ωB97M-V with the def2-TZVPD basis set

```
7
C4H2N ωB97M-V with the def2-TZVPD basis set
C 1.5099 0.8842 -0.0784
C 1.6338 -0.9823 0.0613
C 0.2635 0.8359 0.1036
C 0.3680 -0.7655 -0.0728
N -0.8650 0.0491 -0.0247
H -1.4132 0.0236 0.9497
H -1.4970 -0.0450 -0.9387
```

Results
charge: +1
HOMO level: -15.62 eV
relative energy (zero: lowest compared OMol25 entry of this formula, charge and spin): 1.1534 eV
spin multiplicity: 1
Kohn-Sham gap: 8.91 eV



Formula: C4H2NO2
Source: OMol25
Level of theory: ωB97M-V with the def2-TZVPD basis set

```
9
C4H2NO2 ωB97M-V with the def2-TZVPD basis set
C 1.3403 -0.3271 -1.0516
C 1.3157 0.4687 -2.0590
C -0.8463 -0.7164 -0.1362
C -2.1599 -0.6366 -0.0732
N 0.3517 -0.6204 0.0507
O -3.1139 -1.4180 -0.2083
O 1.3177 1.2585 -2.9880
H 2.1081 -0.9792 -0.9220
H -2.4693 0.5032 0.4279
```

Results
charge: -1
HOMO level (alpha / beta): -2.22 / -2.22 eV
relative energy (zero: lowest compared OMol25 entry of this formula, charge and spin): 1.5932 eV
spin multiplicity: 1
Kohn-Sham gap (alpha / beta): 5.95 / 5.95 eV



Formula: C4H2NO3
Source: OMol25
Level of theory: ωB97M-V with the def2-TZVPD basis set

```
10
C4H2NO3 ωB97M-V with the def2-TZVPD basis set
C 1.9310 1.6207 0.1076
C 2.3701 -0.9240 0.1238
C -0.0347 0.1486 0.1969
C 1.4221 0.3196 0.2602
N 2.4534 2.6608 0.0342
O 2.9454 -1.5152 0.9880
O 2.3766 -0.9323 -1.1335
O 0.0491 0.4954 1.5183
H -0.6644 1.0425 -0.3895
H -0.5041 -0.8353 -0.1860
```

Results
charge: -1
HOMO level (alpha / beta): -2.72 / -4.96 eV
relative energy (zero: lowest compared OMol25 entry of this formula, charge and spin): 0.7493 eV
spin multiplicity: 3
Kohn-Sham gap (alpha / beta): 6.69 / 6.21 eV